Entry 1:
This record from the OMol25 dataset describes a structure of composition C19H50FeO7 at a distorted geometry. The level of theory is the ωB97M-V functional and the def2-TZVPD basis.

⟨S²⟩: 12.0173
Energy above the lowest of the compared OMol25 structures with the same formula, charge and spin: 0.0 kcal per mole
Frontier orbital gap (alpha / beta): 6.7 / 3.8 eV

```
! wB97M-V def2-TZVPD RIJCOSX def2/J DEFGRID3
* xyz 2 7
Fe -3.38 -0.04 0.54
O 4.94 2.26 -1.57
O -1.93 0.36 -0.91
O -0.19 1.36 2.75
O -4.13 -1.81 -0.32
O -1.98 -1.30 1.52
O -2.58 1.53 1.65
O 0.46 -1.65 -0.38
C 1.44 2.20 1.13
C 3.70 1.28 -3.26
C 1.49 -2.12 -1.20
C -3.13 2.78 1.77
C -2.33 3.95 1.08
C -0.25 1.44 -2.33
C -1.47 0.51 -2.21
C 5.61 3.07 -3.60
C 2.75 -2.53 -0.34
C -3.53 -3.15 -2.19
C 1.10 -3.16 -2.27
C -3.12 2.92 3.26
C -1.92 -1.99 2.73
C -2.83 -3.17 2.65
C -0.43 -2.32 3.09
C -4.37 -3.08 -0.95
C 0.97 0.97 1.96
C 5.05 1.89 -2.85
C 2.03 0.30 2.86
H -2.66 -3.99 3.35
H -1.69 1.60 2.00
H -1.16 -1.65 1.16
H 3.62 1.27 -4.35
H -0.31 -3.16 3.77
H 3.06 -3.52 -0.68
H -3.46 3.94 3.42
H 1.46 -0.13 3.69
H -1.29 -0.46 -2.68
H 2.75 0.90 3.43
H 1.65 3.13 1.66
H 6.68 3.23 -3.47
H -3.73 2.17 3.76
H 2.38 1.92 0.65
H -2.57 4.99 1.32
H 2.82 1.80 -2.90
H 5.36 2.93 -4.65
H 5.84 1.15 -2.92
H 0.95 2.55 0.22
H -2.62 -3.63 1.69
H 2.49 -2.76 0.69
H 5.02 3.99 -3.52
H -2.41 3.87 0.00
H 1.72 -1.23 -1.79
H -0.56 2.48 -2.40
H 1.95 -3.62 -2.77
H -3.59 -2.25 -2.80
H 2.57 -0.49 2.35
H 0.22 1.21 -3.29
H -2.49 -3.18 -1.86
H 3.56 0.30 -2.79
H 0.56 1.22 -1.64
H -2.24 -1.29 3.50
H 0.04 -1.51 3.66
H -4.16 2.67 1.42
H -4.02 -3.95 -0.40
H 0.38 -2.85 -3.03
H -3.89 -2.93 2.54
H 0.76 -4.04 -1.72
H -3.90 -4.02 -2.73
H 0.45 0.25 1.32
H 0.01 -0.94 -0.84
H -1.26 3.91 1.32
H 0.17 -2.56 2.21
H -2.07 2.94 3.56
H 3.64 -1.91 -0.41
H -2.31 0.81 -2.84
H -5.42 -3.18 -1.23
H 5.49 1.68 -1.04
H 0.22 1.82 3.49
*
```

Entry 2:
This record from the OMol25 dataset describes a structure of composition C32H34BN17O2SW at a distorted geometry. The level of theory is the ωB97M-V functional and the def2-TZVPD basis.

⟨S²⟩: 0.7555
Energy above the lowest of the compared OMol25 structures with the same formula, charge and spin: 7.6 kcal per mole
Frontier orbital gap (alpha / beta): 6.0 / 5.0 eV

```
! wB97M-V def2-TZVPD RIJCOSX def2/J DEFGRID3
* xyz 3 2
W 0.53 0.09 0.22
S 2.96 1.88 -1.45
O 3.94 0.95 -0.69
O 2.46 0.45 1.01
N 1.18 -3.94 1.62
N 5.27 3.13 -6.64
N -2.71 4.61 1.03
N 0.94 -1.28 -1.44
N 2.47 -0.71 -3.15
N 1.30 -1.76 1.12
N 1.60 0.80 -1.48
N 0.67 2.13 0.81
N -0.33 3.06 0.86
N 2.43 -3.46 1.79
N -1.97 1.68 -0.34
N -1.20 -1.55 0.40
N -0.48 0.36 2.15
N -3.09 -3.56 0.83
N -2.83 3.29 1.35
N -1.49 1.30 2.16
N -1.09 0.85 -0.96
C -2.74 1.37 -2.38
C -2.03 1.36 3.38
C -2.95 2.01 -1.18
C 2.52 -2.18 1.49
C 4.72 2.80 -5.46
C -3.43 -2.38 0.36
C 5.19 1.67 -4.74
C 0.59 -1.11 3.95
C -4.16 6.59 0.96
C 0.53 -2.88 1.22
C -1.56 0.66 -2.23
C -1.81 -3.76 1.10
C -0.97 -0.15 -3.33
C -4.13 2.99 1.65
C 3.68 3.58 -4.91
C 0.15 4.15 1.48
C 1.73 -0.41 -2.10
C -0.42 -0.15 3.41
C 1.46 3.92 1.87
C 2.35 -1.95 -3.61
C 1.72 2.62 1.47
C 2.76 1.63 1.79
C 3.15 3.26 -3.69
C -0.87 -2.75 0.90
C 0.81 -2.53 -1.91
C 4.64 1.33 -3.54
C -1.39 0.45 4.20
C -2.50 -1.36 0.14
C -3.91 5.14 1.18
C -4.85 4.15 1.57
C 1.51 -2.91 -3.03
C 3.61 2.12 -3.00
B -1.71 2.38 1.02
H -1.58 0.01 -4.22
H 1.41 -3.90 -3.44
H 5.02 0.48 -2.99
H -2.80 2.07 3.61
H 4.98 3.95 -7.14
H 2.73 1.37 2.85
H 6.05 2.61 -7.01
H 3.33 4.46 -5.44
H -1.51 -4.72 1.50
H 2.11 4.60 2.40
H -3.73 2.70 -0.87
H 0.39 -2.14 3.66
H 3.42 -1.59 1.55
H -4.44 1.99 1.89
H -5.21 6.82 1.07
H 2.39 3.90 -3.26
H -1.57 0.27 5.24
H 3.16 -4.08 2.11
H 0.14 -3.20 -1.39
H 3.26 0.57 0.14
H 6.01 1.09 -5.14
H 3.77 1.96 1.54
H -0.50 5.00 1.63
H -4.47 -2.20 0.13
H 0.55 -1.07 5.03
H -3.84 6.89 -0.04
H -2.83 -0.40 -0.25
H 2.95 -2.20 -4.47
H -0.98 -1.22 -3.12
H 1.61 -0.84 3.65
H -3.34 1.43 -3.27
H -5.90 4.28 1.77
H -3.60 7.19 1.68
H 0.04 0.16 -3.58
*
```

Entry 3:
This record from the OMol25 dataset describes a structure of composition C18H48Br9O15P3S3 at a distorted geometry. The level of theory is the ωB97M-V functional and the def2-TZVPD basis.

Frontier orbital gap: 8.2 eV

```
! wB97M-V def2-TZVPD RIJCOSX def2/J DEFGRID3
* xyz 0 1
Br 7.71 12.66 17.21
Br 16.22 14.47 9.22
Br 12.06 17.09 16.64
Br 15.39 11.55 10.35
Br 14.70 15.33 16.57
Br 9.06 14.76 19.25
Br 16.16 13.85 12.44
Br 8.69 11.82 20.20
Br 13.08 15.94 13.83
S 12.60 14.87 10.57
S 6.70 13.81 12.05
S 11.10 11.74 14.51
P 13.60 11.00 17.84
P 6.45 18.73 14.39
P 9.94 8.62 9.19
O 12.60 13.41 10.51
O 5.72 19.91 13.93
O 6.45 18.55 15.96
O 13.20 9.55 17.24
O 9.10 7.35 9.59
O 11.42 8.04 8.83
O 13.79 11.19 19.28
O 12.58 11.98 17.15
O 14.93 11.20 17.05
O 7.97 18.68 14.01
O 10.13 9.31 10.61
O 7.64 14.60 11.18
O 5.86 17.30 13.84
O 9.43 9.45 8.10
O 10.22 12.21 13.41
C 16.05 10.39 17.57
C 8.75 6.25 8.79
C 13.56 16.60 15.61
C 10.97 15.46 11.09
C 16.51 13.11 10.66
C 12.11 8.51 7.69
C 7.20 14.15 13.66
C 12.40 15.22 8.88
C 8.70 17.45 13.83
C 5.15 18.61 16.50
C 7.94 13.14 19.08
C 11.11 9.96 14.41
C 10.88 10.60 10.61
C 7.14 12.07 11.97
C 12.04 8.92 17.82
C 12.00 13.12 17.85
C 5.26 17.45 12.50
C 12.76 12.08 14.08
H 4.25 17.00 12.48
H 10.25 15.07 10.43
H 6.78 15.17 13.85
H 10.39 11.29 11.20
H 11.89 10.41 10.93
H 5.13 18.51 12.24
H 8.61 17.07 12.79
H 11.17 9.54 17.72
H 12.20 9.58 7.74
H 11.66 8.21 6.77
H 6.56 13.49 14.32
H 12.84 11.76 13.05
H 10.86 15.03 12.08
H 12.07 8.71 18.91
H 8.21 12.04 12.23
H 6.82 11.68 11.01
H 11.22 9.64 13.39
H 8.29 14.14 13.85
H 10.85 16.58 10.91
H 17.56 12.81 10.58
H 4.60 19.46 16.19
H 6.49 11.62 12.71
H 12.55 13.27 18.79
H 6.97 13.36 19.41
H 8.24 5.55 9.41
H 9.69 5.84 8.39
H 11.99 8.01 17.29
H 11.45 14.82 8.54
H 8.34 16.69 14.56
H 12.38 16.26 8.61
H 5.69 16.81 11.75
H 12.89 13.15 14.21
H 11.07 10.94 9.60
H 13.48 11.66 14.80
H 13.10 14.69 8.26
H 10.90 12.93 17.83
H 10.09 9.72 14.79
H 16.22 9.65 16.77
H 5.27 18.68 17.61
H 8.06 6.48 8.04
H 9.70 17.78 14.10
H 15.87 9.96 18.51
H 4.52 17.74 16.30
H 16.91 11.05 17.48
H 14.28 17.45 15.57
H 11.89 9.66 15.10
H 13.11 8.10 7.66
H 12.27 13.93 17.18
*
```

Entry 4:
This record from the OMol25 dataset describes a structure of composition C48H63N3O2PPbS. The level of theory is the ωB97M-V functional and the def2-TZVPD basis.

Energy above the lowest of the compared OMol25 structures with the same formula, charge and spin: 0.0 kcal per mole
Frontier orbital gap: 5.4 eV

```
! wB97M-V def2-TZVPD RIJCOSX def2/J DEFGRID3
* xyz 3 1
Pb 0.25 0.68 -0.45
S -2.10 1.70 -1.61
P 2.54 1.66 0.82
O 3.24 1.09 -3.81
O 0.83 3.55 -1.27
N -1.91 4.35 -1.77
N 1.67 0.80 -2.29
N -3.87 3.48 -2.53
C 3.30 5.42 2.31
C -1.05 -1.20 3.68
C -1.94 -2.16 1.16
C 2.41 3.35 1.47
C 4.03 1.51 -0.24
C -0.87 0.27 3.24
C 3.38 -0.72 1.95
C -0.20 -3.56 0.88
C 6.47 1.54 -0.19
C 3.93 -1.03 4.27
C 2.07 0.78 -4.61
C 3.00 0.60 2.22
C -4.62 1.33 -3.54
C -3.69 -0.27 1.40
C 0.92 -1.87 -3.54
C -6.18 3.07 -2.96
C 0.92 5.05 2.33
C 0.12 -1.54 4.60
C 3.51 4.17 1.75
C 5.33 1.14 -2.25
C 3.85 -1.53 2.97
C 4.08 1.24 -1.62
C -2.34 -1.39 4.50
C -3.36 -1.70 0.96
C 3.53 0.27 4.54
C 0.10 -0.59 -3.67
C 5.24 1.63 0.45
C -3.78 -1.84 -0.51
C 0.02 -2.92 2.18
C 0.10 -5.27 -0.93
C 2.02 -3.98 0.10
C -7.23 2.30 -3.44
C 3.06 1.09 3.52
C -4.89 2.58 -3.01
C 0.95 0.68 -3.58
C -0.73 -0.57 -4.95
C -2.66 3.28 -2.03
C -6.98 1.04 -3.96
C -0.98 -2.07 2.44
C 1.12 3.80 1.76
C 0.63 -4.65 0.36
C 0.81 -5.74 1.45
C -4.20 -2.72 1.79
C 2.92 1.03 -2.53
C -5.68 0.57 -4.01
C -1.32 -2.97 0.26
C 2.02 5.86 2.60
C 6.51 1.29 -1.55
H -3.79 -2.88 -0.84
H -3.14 -1.26 -1.17
H 1.95 1.57 -5.34
H 1.57 -1.85 -2.65
H -7.80 0.44 -4.33
H 3.36 -1.09 0.93
H -0.06 -4.51 -1.70
H -3.93 -2.75 2.85
H 1.08 -1.37 4.12
H -0.09 -0.56 -5.83
H -4.79 -1.46 -0.61
H 5.23 1.77 1.52
H 2.46 -3.60 1.02
H -2.25 -0.81 5.41
H -3.53 -0.09 2.46
H -4.09 -3.73 1.38
H 7.38 1.64 0.38
H -6.38 4.06 -2.55
H 1.94 -3.17 -0.63
H 7.46 1.21 -2.06
H 0.13 0.40 2.81
H -8.24 2.69 -3.40
H 0.26 3.17 1.56
H 4.15 6.05 2.52
H -2.46 -2.44 4.78
H -0.84 -5.80 -0.75
H 0.27 1.54 -3.66
H 1.12 3.69 -2.18
H -1.36 -1.45 -5.02
H -5.24 -2.42 1.71
H 1.48 -6.50 1.05
H 3.60 0.66 5.55
H 4.18 -2.54 2.76
H 0.26 -2.73 -3.45
H 0.86 -3.14 2.83
H -0.61 -0.56 -2.82
H 1.87 6.84 3.03
H 0.82 -5.99 -1.31
H -0.99 4.22 -1.37
H 2.76 2.10 3.74
H 1.46 4.03 -0.72
H -0.08 5.39 2.56
H -4.16 4.45 -2.59
H 4.32 -1.65 5.06
H 0.07 -2.57 4.95
H 1.55 -2.05 -4.41
H 4.52 3.85 1.53
H -0.14 -6.21 1.69
H -1.61 0.60 2.51
H 5.37 0.92 -3.30
H -3.24 -1.06 4.00
H 1.24 -5.34 2.36
H -3.61 0.96 -3.62
H 2.27 -0.16 -5.13
H 0.07 -0.90 5.48
H -3.12 0.46 0.82
H 2.67 -4.75 -0.31
H -2.23 5.29 -1.96
H -4.74 -0.10 1.20
H -0.94 0.92 4.11
H -1.72 -3.27 -0.70
H -5.48 -0.41 -4.44
H -1.38 0.31 -4.99
*
```

Entry 5:
This record from the OMol25 dataset describes a cluster of 2 separate species, C5H9NO7S2 in total at a distorted geometry. The level of theory is the ωB97M-V functional and the def2-TZVPD basis.

Energy above the lowest of the compared OMol25 structures with the same formula, charge and spin: 48.7 kcal per mole
Frontier orbital gap: 6.4 eV

```
! wB97M-V def2-TZVPD RIJCOSX def2/J DEFGRID3
* xyz -2 1
S 2.21 -1.42 0.82
S 3.37 1.79 0.73
O 3.68 2.65 -0.43
O 1.13 -1.29 1.82
O 3.52 -1.58 1.44
O 2.44 2.48 1.61
O 3.03 -0.03 -1.24
O 1.80 -2.35 -0.24
O 0.97 0.46 -2.24
N -1.81 0.02 -0.56
C 1.73 0.28 -1.33
C -1.31 0.99 0.45
C 2.27 0.24 0.05
C -1.40 -1.35 -0.16
C -3.26 0.06 -0.63
H -2.13 -1.97 -0.63
H -0.42 -1.45 -0.46
H -1.84 0.83 1.32
H -3.65 0.13 0.46
H -1.37 -1.57 0.98
H -1.75 2.07 0.24
H -3.58 0.94 -1.12
H -0.18 0.89 0.38
H -3.44 -0.85 -1.25
*
```

Entry 6:
This record from the OMol25 dataset describes a cluster of 2 separate species, C4H13N3O in total at a distorted geometry. The level of theory is the ωB97M-V functional and the def2-TZVPD basis.

Energy above the lowest of the compared OMol25 structures with the same formula, charge and spin: 66.2 kcal per mole
Frontier orbital gap: 10.2 eV
Structure (SMILES): [H]/N=C(/N)[C@H](C)N.CO

```
! wB97M-V def2-TZVPD RIJCOSX def2/J DEFGRID3
* xyz 0 1
O -0.99 -1.68 -0.83
N 0.17 2.17 1.00
N 1.29 -0.88 1.24
N 2.41 0.44 -0.23
C -0.12 1.09 0.14
C -0.38 1.52 -1.28
C 1.22 -0.08 0.22
C -1.71 -2.58 -0.04
H -1.29 -2.63 0.98
H 0.34 -1.20 1.44
H -1.15 2.30 -1.32
H 0.06 -1.68 -0.59
H 0.52 1.86 -1.80
H 3.21 0.23 0.34
H -0.66 2.45 1.54
H -0.95 0.50 0.52
H -2.76 -2.27 0.03
H 0.91 2.03 1.68
H -0.79 0.67 -1.84
H 2.36 1.32 -0.74
H -1.71 -3.59 -0.46
*
```

Listing calculated total energy for the structures above in their given order: -2543.491545 -2810.572879 -27228.074916 -3113.152155 -1573.651519 -399.641843 a.u..